Below is a gas-phase ion, C3H8NOS (charge -1), with properties calculated with the ωB97M-V functional and the def2-TZVPD basis.

Geometry as XYZ:
```
14
C3H8NOS the ωB97M-V functional and the def2-TZVPD basis
O 0.6090 -0.7182 -3.1090
C 0.5487 -0.8618 -1.7964
N -0.2521 0.3267 -1.1731
C -0.7120 0.1944 0.1546
C 0.3591 0.3313 1.2436
S -0.3612 0.3979 2.9090
H 0.1454 -1.7158 -1.1811
H 1.6103 -0.7495 -1.4503
H -0.9895 0.3990 -1.8660
H -1.5448 0.8351 0.4827
H -1.1907 -0.7839 0.4137
H 1.0604 -0.5118 1.2438
H 1.0587 1.1425 0.9996
H -0.3412 1.7141 3.1287
```

charge: -1
LUMO energy: 0.10887 Ha
structure (SMILES): [O-]CNCCS
gap between HOMO and LUMO: 0.2019 Ha
relative energy (zero: lowest compared OMol25 entry of this formula, charge and spin): 56.03 kcal/mol

Charges computed using Mulliken, reported in e: number 1, O, carries -0.8396; number 2, C, carries -0.3022; number 3, N, carries -0.4663; number 4, C, carries -0.4873; number 5, C, carries -0.6641; number 6, S, carries -0.2630; number 7, H, carries 0.1544; number 8, H, carries 0.1226; number 9, H, carries 0.2288; number 10, H, carries 0.4066; number 11, H, carries 0.3250; number 12, H, carries 0.2620; number 13, H, carries 0.4297; number 14, H, carries 0.0935

Below is a gas-phase ion, C3H8NOS (charge +1), with properties calculated with the ωB97M-V functional and the def2-TZVPD basis.

Geometry as XYZ:
```
14
C3H8NOS the ωB97M-V functional and the def2-TZVPD basis
C 1.7470 -0.5941 -1.1243
S 1.3980 0.6129 0.2890
C -0.4158 0.1553 0.4896
N -1.1280 0.8635 -0.5796
C -0.8055 -0.2832 1.9128
O -0.8023 -1.1209 0.7169
H 0.8110 -0.6986 -1.6731
H 2.0131 -1.6076 -0.5902
H 2.5025 -0.1948 -1.7374
H -0.4636 1.6912 -0.7450
H -2.0959 1.0634 -0.4723
H -1.0742 0.3443 -1.4971
H 0.0526 -0.4188 2.6355
H -1.7388 0.1873 2.3754
```

charge: +1
LUMO energy: -0.13914 Ha
structure (SMILES): CS[C@]1([NH3+])CO1
gap between HOMO and LUMO: 0.3681 Ha
relative energy (zero: lowest compared OMol25 entry of this formula, charge and spin): 51.65 kcal/mol

Charges computed using Mulliken, reported in e: number 1, C, carries -0.6349; number 2, S, carries -0.1116; number 3, C, carries 0.1278; number 4, N, carries -0.1962; number 5, C, carries -0.3401; number 6, O, carries -0.3394; number 7, H, carries 0.1770; number 8, H, carries 0.2552; number 9, H, carries 0.3727; number 10, H, carries 0.4248; number 11, H, carries 0.3462; number 12, H, carries 0.3550; number 13, H, carries 0.3037; number 14, H, carries 0.2597

Below is 2 unconnected molecules or ions with the total composition C3H8NOS, with properties calculated with the ωB97M-V functional and the def2-TZVPD basis.

Geometry as XYZ:
```
14
C3H8NOS the ωB97M-V functional and the def2-TZVPD basis
C -0.7198 0.2099 0.3024
C -0.1106 0.2091 1.6289
C 0.4591 -0.0008 -3.7346
N 0.6979 -0.9335 2.0477
O 0.4567 0.9789 0.6250
S 1.3904 1.1396 -3.1076
H -0.6619 -0.5772 -0.4912
H -0.4416 0.9744 2.4470
H 0.6961 -0.7541 -4.5459
H -0.5071 -0.4042 -3.2449
H 0.0155 -1.6990 2.2849
H 1.4126 -0.7052 2.6769
H 1.2865 -1.1911 1.2330
H -1.6241 0.8525 0.0469
```

charge: +1
LUMO energy (alpha / beta): -0.14711 / -0.17964 Ha
gap between HOMO and LUMO (alpha / beta): 0.2094 / 0.3114 Ha
multiplicity: 3
relative energy (zero: lowest compared OMol25 entry of this formula, charge and spin): 18.56 kcal/mol

Charges computed using Mulliken, reported in e: number 1, C, carries -0.4730; number 2, C, carries 0.1492; number 3, C, carries -0.5117; number 4, N, carries -0.2427; number 5, O, carries -0.3171; number 6, S, carries -0.0177; number 7, H, carries 0.1695; number 8, H, carries 0.3625; number 9, H, carries 0.3074; number 10, H, carries 0.2360; number 11, H, carries 0.3933; number 12, H, carries 0.3247; number 13, H, carries 0.3863; number 14, H, carries 0.2333

Below is C3H8NPS in the gas phase, with properties calculated with the ωB97M-V functional and the def2-TZVPD basis.

Geometry as XYZ:
```
14
C3H8NPS the ωB97M-V functional and the def2-TZVPD basis
C -0.2599 1.5345 -1.0548
C -1.1748 1.3961 0.1928
C 0.2804 -2.7382 1.6103
N 0.0517 2.9169 -1.3531
P -0.3758 -1.6195 0.2548
S -0.5449 0.1782 1.3436
H 0.6116 1.0661 -0.6861
H -0.9012 1.0073 -1.7938
H -1.2972 2.3649 0.6451
H -2.2040 1.1687 -0.0799
H 0.0766 -2.3412 2.6045
H 1.3353 -2.7698 1.4525
H -0.0998 -3.7603 1.4829
H 0.2536 3.1121 -2.3603
```

LUMO energy (alpha / beta): -0.01958 / -0.01838 Ha
gap between HOMO and LUMO (alpha / beta): 0.3249 / 0.2497 Ha
relative energy (zero: lowest compared OMol25 entry of this formula, charge and spin): 62.95 kcal/mol

Charges computed using Mulliken, reported in e: number 1, C, carries -0.1281; number 2, C, carries -0.6481; number 3, C, carries -0.8890; number 4, N, carries -0.6152; number 5, P, carries 0.0585; number 6, S, carries -0.1568; number 7, H, carries 0.2535; number 8, H, carries 0.2976; number 9, H, carries 0.3761; number 10, H, carries 0.3346; number 11, H, carries 0.2784; number 12, H, carries 0.2927; number 13, H, carries 0.3012; number 14, H, carries 0.2447

Below is 2 unconnected molecules or ions with the total composition C3H8NS, with properties calculated with the ωB97M-V functional and the def2-TZVPD basis.

Geometry as XYZ:
```
13
C3H8NS the ωB97M-V functional and the def2-TZVPD basis
C 0.2951 -1.4896 0.5517
C 0.1101 -1.5046 -1.7459
N 0.7126 -1.9975 -0.7414
H 1.1909 -1.2831 1.1529
H -0.2052 -2.2796 1.1288
H -0.3636 -0.6054 0.4803
H 0.2116 -2.0685 -2.6722
H -0.4478 -0.5611 -1.6822
C -0.2371 2.4206 0.8010
S -1.4281 1.5405 -0.2549
H -0.1711 3.4565 0.4839
H -0.4340 2.3738 1.8753
H 0.7665 1.9981 0.6227
```

charge: -1
LUMO energy: 0.15448 Ha
gap between HOMO and LUMO: 0.2394 Ha
relative energy (zero: lowest compared OMol25 entry of this formula, charge and spin): 30.75 kcal/mol

Charges computed using Mulliken, reported in e: number 1, C, carries -0.3549; number 2, C, carries -0.1188; number 3, N, carries -0.4884; number 4, H, carries 0.1661; number 5, H, carries 0.2384; number 6, H, carries -0.0036; number 7, H, carries 0.2571; number 8, H, carries 0.1105; number 9, C, carries -0.7544; number 10, S, carries -0.6835; number 11, H, carries 0.2376; number 12, H, carries 0.2105; number 13, H, carries 0.1835

Below is 2 unconnected molecules or ions with the total composition C3H8NS, with properties calculated with the ωB97M-V functional and the def2-TZVPD basis.

Geometry as XYZ:
```
13
C3H8NS the ωB97M-V functional and the def2-TZVPD basis
C -2.4039 0.8961 -0.5861
S -1.4965 -0.6772 -0.3428
H -1.7213 1.7277 -0.7711
H -3.0700 1.1452 0.2410
H -3.0263 0.8076 -1.4807
C 1.9948 1.2424 0.6243
C 1.8779 -1.0163 -0.0453
N 1.9637 -0.1791 0.8872
H 1.0414 1.7008 0.9067
H 2.7484 1.7168 1.2514
H 2.1226 1.4216 -0.4459
H 2.2102 -2.0321 0.2047
H 1.3507 -0.9531 -1.0041
```

charge: -1
LUMO energy: 0.14815 Ha
gap between HOMO and LUMO: 0.2258 Ha
relative energy (zero: lowest compared OMol25 entry of this formula, charge and spin): 41.17 kcal/mol

Charges computed using Mulliken, reported in e: number 1, C, carries -0.7752; number 2, S, carries -0.7251; number 3, H, carries 0.1653; number 4, H, carries 0.1933; number 5, H, carries 0.2146; number 6, C, carries -0.6331; number 7, C, carries -0.3137; number 8, N, carries -0.4045; number 9, H, carries 0.2075; number 10, H, carries 0.2688; number 11, H, carries 0.2635; number 12, H, carries 0.2472; number 13, H, carries 0.2913

Below is 2 unconnected molecules or ions with the total composition C3H8NS, with properties calculated with the ωB97M-V functional and the def2-TZVPD basis.

Geometry as XYZ:
```
13
C3H8NS the ωB97M-V functional and the def2-TZVPD basis
C -0.9441 -1.8280 -2.1681
S -1.2528 -0.4621 -0.9817
H -1.7339 -1.7619 -2.9198
H -1.0400 -2.8388 -1.7527
H 0.0390 -1.7280 -2.6386
C 1.5105 2.1504 1.6348
C 0.8504 -0.0299 1.0873
N 1.0842 0.8227 1.9989
H 0.9586 2.9353 2.1845
H 2.5481 2.2895 1.9183
H 1.4335 2.4487 0.5739
H 0.7795 -1.0777 1.3791
H 1.0147 0.0670 0.0226
```

charge: -1
LUMO energy: 0.15004 Ha
gap between HOMO and LUMO: 0.2323 Ha
relative energy (zero: lowest compared OMol25 entry of this formula, charge and spin): 36.47 kcal/mol

Charges computed using Mulliken, reported in e: number 1, C, carries -0.7466; number 2, S, carries -0.6752; number 3, H, carries 0.1858; number 4, H, carries 0.2014; number 5, H, carries 0.1782; number 6, C, carries -0.7093; number 7, C, carries -0.1942; number 8, N, carries -0.5209; number 9, H, carries 0.2331; number 10, H, carries 0.2626; number 11, H, carries 0.3030; number 12, H, carries 0.2600; number 13, H, carries 0.2221

Below is 2 unconnected molecules or ions with the total composition C3H8NS, with properties calculated with the ωB97M-V functional and the def2-TZVPD basis.

Geometry as XYZ:
```
13
C3H8NS the ωB97M-V functional and the def2-TZVPD basis
C 1.4757 0.4404 2.3385
S 1.7331 -0.9876 1.2217
H 2.3156 1.1311 2.1584
H 1.6288 0.0176 3.3422
H 0.5681 1.0099 2.1506
C -1.8257 -0.2205 -2.6541
C -1.4133 0.7703 -0.5887
N -1.8835 0.9648 -1.7517
H -0.8877 -0.0800 -3.1893
H -1.7523 -1.1737 -2.1110
H -2.6203 -0.0996 -3.3994
H -1.6070 1.4348 0.2664
H -1.0106 -0.1464 -0.1265
```

charge: -2
LUMO energy (alpha / beta): 0.24646 / 0.24453 Ha
gap between HOMO and LUMO (alpha / beta): 0.0947 / 0.2358 Ha
multiplicity: 2
relative energy (zero: lowest compared OMol25 entry of this formula, charge and spin): 29.92 kcal/mol

Charges computed using Mulliken, reported in e: number 1, C, carries -0.7061; number 2, S, carries -0.7741; number 3, H, carries 0.1444; number 4, H, carries 0.1589; number 5, H, carries 0.1482; number 6, C, carries -3.1434; number 7, C, carries -0.3686; number 8, N, carries 0.1691; number 9, H, carries 0.2924; number 10, H, carries 0.5918; number 11, H, carries 1.2499; number 12, H, carries 0.1376; number 13, H, carries 0.0999

Below is a molecular structure, C3H8NaO2, with properties calculated with the ωB97M-V functional and the def2-TZVPD basis.

Geometry as XYZ:
```
14
C3H8NaO2 the ωB97M-V functional and the def2-TZVPD basis
O -1.0492 0.1268 -1.5554
O 0.1681 1.3374 0.6843
C -0.3636 -1.0926 -1.2260
C 0.8445 0.0864 0.6714
C -0.0512 -1.0765 0.2573
H -1.2026 0.1447 -2.5231
H -0.3283 1.3872 -0.1592
H -0.9920 -1.9668 -1.4836
H 0.5753 -1.1700 -1.8074
H 1.2107 -0.0697 1.7043
H 1.7266 0.1247 0.0037
H -0.9926 -1.0343 0.8381
H 0.4546 -2.0295 0.5050
Na -0.0002 5.2321 4.0906
```

charge: +1
LUMO energy: -0.20251 Ha
gap between HOMO and LUMO: 0.2512 Ha

Charges computed using Mulliken, reported in e: number 1, O, carries -0.5486; number 2, O, carries -0.5400; number 3, C, carries -0.3935; number 4, C, carries -0.3997; number 5, C, carries -0.5401; number 6, H, carries 0.3051; number 7, H, carries 0.3593; number 8, H, carries 0.3061; number 9, H, carries 0.3249; number 10, H, carries 0.2736; number 11, H, carries 0.2626; number 12, H, carries 0.2781; number 13, H, carries 0.3121; number 14, Na, carries 1.0002

Below is a molecular structure, C3H8NdO3, with properties calculated with the ωB97M-V functional and the def2-TZVPD basis.

Geometry as XYZ:
```
15
C3H8NdO3 the ωB97M-V functional and the def2-TZVPD basis
O -0.7199 2.0766 -0.2750
C -1.8041 1.2242 -0.1058
C -1.3995 -0.1834 0.3366
O -0.5210 -0.7420 -0.6280
C 0.7056 -1.3185 -0.1612
H -2.3876 1.1240 -1.0460
H -2.5086 1.6026 0.6632
H -2.2774 -0.8460 0.3941
H -0.9392 -0.1281 1.3409
H 0.9751 -2.0474 -0.9415
H 2.3361 -1.1272 0.0716
H 0.6577 -1.5378 0.9205
Nd 1.2120 1.4636 -0.9212
O 3.0330 0.1155 -0.1814
H 3.6378 0.3238 0.5332
```

charge: +1
LUMO energy (alpha / beta): -0.20265 / -0.18946 Ha
gap between HOMO and LUMO (alpha / beta): 0.2120 / 0.2284 Ha
multiplicity: 4
relative energy (zero: lowest compared OMol25 entry of this formula, charge and spin): 94.17 kcal/mol

Charges computed using Mulliken, reported in e: number 1, O, carries -0.6584; number 2, C, carries -0.3775; number 3, C, carries -0.4433; number 4, O, carries -0.3797; number 5, C, carries -1.0766; number 6, H, carries 0.2454; number 7, H, carries 0.3422; number 8, H, carries 0.3357; number 9, H, carries 0.3323; number 10, H, carries 0.3854; number 11, H, carries 0.4807; number 12, H, carries 0.3677; number 13, Nd, carries 1.9476; number 14, O, carries -0.8144; number 15, H, carries 0.3130

Below is a molecular structure, C3H8NdO3, with properties calculated with the ωB97M-V functional and the def2-TZVPD basis.

Geometry as XYZ:
```
15
C3H8NdO3 the ωB97M-V functional and the def2-TZVPD basis
H -3.7527 0.7182 0.0724
O -3.4254 1.7334 -0.1205
O -1.6621 -0.5219 -0.4636
C -0.7544 -1.3875 0.0651
C 0.6868 -0.9347 -0.1009
O 0.7072 0.4836 0.0068
C 2.0150 1.0397 0.1661
Nd -1.2549 1.7670 -0.7199
H -0.9288 -2.4198 -0.2847
H -1.0318 -1.4194 1.1527
H 1.0795 -1.2335 -1.0849
H 1.3165 -1.3823 0.6798
H 1.8996 2.1211 0.2887
H 2.4809 0.6149 1.0637
H 2.6246 0.8210 -0.7207
```

charge: +2
LUMO energy (alpha / beta): -0.38897 / -0.45126 Ha
gap between HOMO and LUMO (alpha / beta): 0.3047 / 0.2449 Ha
multiplicity: 5
relative energy (zero: lowest compared OMol25 entry of this formula, charge and spin): 0.00 kcal/mol

Charges computed using Mulliken, reported in e: number 1, H, carries 0.3755; number 2, O, carries -0.7404; number 3, O, carries -0.4077; number 4, C, carries -0.2798; number 5, C, carries -0.3993; number 6, O, carries -0.3857; number 7, C, carries -0.6762; number 8, Nd, carries 2.0929; number 9, H, carries 0.3954; number 10, H, carries 0.3315; number 11, H, carries 0.3548; number 12, H, carries 0.3905; number 13, H, carries 0.3099; number 14, H, carries 0.2983; number 15, H, carries 0.3402

Below is 2 unconnected molecules or ions with the total composition C3H8O, with properties calculated with the ωB97M-V functional and the def2-TZVPD basis.

Geometry as XYZ:
```
12
C3H8O the ωB97M-V functional and the def2-TZVPD basis
C 0.0227 0.2896 1.0032
C 0.3506 -0.8820 0.4776
C -0.7281 -1.8494 0.0259
H 0.6501 1.0916 1.3593
H -1.0346 0.5562 0.9769
H 1.3893 -1.1787 0.4521
H -1.6729 -1.6019 0.5023
H -0.7180 -1.8296 -1.0632
H -0.5150 -2.8351 0.4417
O 0.4283 2.1611 -1.2546
H 0.6862 2.2872 -0.3388
H -0.1004 1.3602 -1.2609
```

LUMO energy: 0.03817 Ha
structure (SMILES): C=CC.O
gap between HOMO and LUMO: 0.4069 Ha
relative energy (zero: lowest compared OMol25 entry of this formula, charge and spin): 21.71 kcal/mol

Charges computed using Mulliken, reported in e: number 1, C, carries -1.3017; number 2, C, carries 0.2513; number 3, C, carries -0.9532; number 4, H, carries 0.4826; number 5, H, carries 0.2848; number 6, H, carries 0.3216; number 7, H, carries 0.3263; number 8, H, carries 0.2542; number 9, H, carries 0.3079; number 10, O, carries -0.6579; number 11, H, carries 0.3352; number 12, H, carries 0.3489

no.,electronic energy (eV),maximum force (eV Å⁻¹)
1,-17612.5764,2.54
2,-17604.1922,3.54
3,-17601.2717,5.01
4,-24851.7117,2.75
5,-15565.7091,1.26
6,-15565.2572,1.97
7,-15565.4610,1.98
8,-15561.2117,1.58
9,-11745.7072,0.89
10,-24649.7246,3.97
11,-24640.0692,4.92
12,-5287.2091,1.29